Molecular formula: C5H13N2S
Method: DFT, ωB97M-V/def2-TZVPD

```
21
Properties=species:S:1:pos:R:3:forces:R:3:lowdin_spin:R:1
C 1.271363 -0.736115 -0.054656 -0.12 0.29 -0.52 0.00
N 0.176054 0.001166 -0.751893 1.92 -1.16 0.86 0.00
C -1.052128 -0.062404 0.006623 -1.11 0.32 -0.04 0.00
C -1.967942 1.077428 -0.484780 -0.35 -0.81 0.27 0.10
S -3.652777 0.986660 0.150069 0.18 0.15 0.01 0.84
C -1.626360 -1.497012 -0.099263 0.21 0.84 -0.46 0.01
C 2.307134 0.316415 0.511406 -1.21 -2.28 -0.70 0.00
N 2.446047 1.477529 -0.251186 1.34 -0.42 1.58 0.00
H 0.834975 -1.269785 0.791351 0.40 -0.51 -0.28 0.00
H 1.761132 -1.392251 -0.782165 0.15 -0.14 0.28 0.00
H 0.706220 0.871518 -0.875380 -1.39 0.78 -0.16 0.00
H -0.977623 0.150573 1.090764 0.48 -0.07 -0.01 0.00
H -1.549852 1.989517 -0.045566 -0.12 0.25 -0.50 0.03
H -2.024419 1.109355 -1.575765 0.25 0.25 0.10 0.01
H -1.031114 -2.127890 0.558872 -0.22 -0.31 -0.18 0.00
H -1.540424 -1.818305 -1.140146 0.10 -0.16 0.12 0.00
H -2.677047 -1.548130 0.178474 0.04 0.05 0.27 0.01
H 3.116776 -0.168663 1.060239 -0.09 0.48 0.57 0.00
H 1.086762 0.272975 1.961536 1.57 1.82 -2.09 0.00
H 2.839356 1.138002 -1.139742 -1.01 0.36 -0.41 0.00
H 1.553872 1.229420 0.891206 -1.05 0.26 1.26 0.00
```
Forces are in eV/Å.

Results
Lowest unoccupied orbital energy (alpha / beta) in eV: -1.44 / -1.88
HOMO (alpha / beta) in hartree: -0.3193 / -0.3191
Calculated total energy in eV: -19202.3897
2S+1: 2
Net charge: 0
Kohn-Sham gap (alpha / beta) in eV: 7.2514 / 6.8042
ΔE to the lowest compared entry with this formula, charge and spin in eV: 7.329